# 1
Here is a molecular structure, C28H31BGeN7V from the Open Molecules 2025 dataset. Energies are from the ωB97M-V functional and the def2-TZVPD basis.

ΔE to the lowest compared entry with this formula, charge and spin in kcal per mole: 2.02
LUMO (alpha / beta) in Ha: 0.100 / 0.100
Highest occupied orbital energy (alpha / beta) in eV: -2.24 / -4.92

```
! wB97M-V def2-TZVPD RIJCOSX def2/J DEFGRID3
* xyz -1 4
V -0.24 0.15 -0.47
C 2.16 1.23 -4.02
C 1.50 1.51 -2.81
N 1.06 0.38 -2.26
N 1.42 -0.62 -3.08
C 2.08 -0.14 -4.14
B 1.05 -2.07 -2.71
N -0.48 -2.20 -2.60
C -1.31 -3.02 -3.27
C -2.59 -2.83 -2.79
C -2.44 -1.85 -1.80
N -1.17 -1.48 -1.70
N 1.65 -2.39 -1.33
C 2.46 -3.41 -1.01
C 2.74 -3.34 0.34
C 2.03 -2.21 0.77
N 1.38 -1.64 -0.24
H 2.62 1.93 -4.69
H 1.31 2.45 -2.33
H 2.44 -0.81 -4.91
H 1.48 -2.84 -3.53
H -0.93 -3.68 -4.03
H -3.49 -3.32 -3.10
H -3.18 -1.39 -1.17
H 2.78 -4.11 -1.76
H 3.35 -4.00 0.93
H 1.96 -1.79 1.76
C -3.05 2.63 -2.96
C -2.84 3.89 -2.39
C -1.97 4.01 -1.33
C -1.32 2.88 -0.81
C -1.50 1.60 -1.36
C -2.39 1.52 -2.45
C -0.37 2.96 0.30
C -0.32 4.04 1.19
C 0.57 4.05 2.25
C 1.51 2.99 2.35
C 2.52 2.96 3.33
C 3.47 1.96 3.35
C 3.46 0.98 2.35
C 2.47 0.99 1.39
C 1.46 1.95 1.39
N 0.45 1.87 0.44
H -3.72 2.52 -3.80
H -3.34 4.76 -2.80
H -1.78 5.00 -0.91
H -2.56 0.56 -2.93
H -1.02 4.85 1.07
H 0.58 4.85 2.97
H 2.54 3.74 4.08
H 4.24 1.95 4.12
H 4.23 0.22 2.33
H 2.47 0.26 0.59
C 0.03 -1.14 3.82
Ge -1.37 -1.65 2.53
C -1.06 -3.47 1.83
C -3.00 -1.84 3.64
C -1.59 -0.34 1.14
H 0.18 -1.92 4.57
H -0.30 -0.23 4.33
H 0.99 -0.91 3.35
H -0.97 -4.19 2.65
H -0.17 -3.53 1.21
H -1.92 -3.76 1.22
H -2.87 -2.59 4.43
H -3.84 -2.15 3.02
H -3.26 -0.89 4.11
H -1.69 0.63 1.65
H -2.57 -0.52 0.68
*
```

# 2
Here is a molecular structure, C28H31ClF2IrN6O7S from the Open Molecules 2025 dataset. Energies are from the ωB97M-V functional and the def2-TZVPD basis.

ΔE to the lowest compared entry with this formula, charge and spin in kcal per mole: 2.68
LUMO (alpha / beta) in Ha: -0.217 / -0.306
Highest occupied orbital energy (alpha / beta) in eV: -14.49 / -14.50

```
! wB97M-V def2-TZVPD RIJCOSX def2/J DEFGRID3
* xyz 2 2
Ir 0.16 -0.34 0.95
O -1.11 5.54 2.23
C -0.52 5.60 1.05
O -0.33 6.63 0.47
C -0.10 4.30 0.41
C 0.49 4.21 -0.84
Cl 1.01 5.44 -1.87
N 0.70 2.91 -1.14
N 0.29 2.11 -0.10
C -0.18 2.95 0.81
C -0.69 2.36 2.08
O -1.24 3.02 2.94
O -0.47 1.08 2.24
C 1.16 2.36 -2.38
C 0.64 2.81 -3.58
C 1.07 2.23 -4.76
C 2.00 1.19 -4.74
C 2.50 0.74 -3.53
C 2.08 1.34 -2.35
H -1.22 4.62 2.57
H -0.11 3.59 -3.62
H 0.67 2.58 -5.70
H 2.34 0.75 -5.67
H 3.24 -0.05 -3.51
H 2.46 1.02 -1.40
N 2.30 0.49 1.24
C 3.02 -0.39 2.18
C 2.08 -0.61 3.34
N 0.77 -1.08 2.81
H 2.86 0.70 0.42
H 2.12 1.39 1.67
H 3.97 0.04 2.51
H 3.23 -1.33 1.67
H 1.89 0.33 3.86
H 2.47 -1.32 4.07
H 0.05 -0.70 3.42
H 0.71 -2.11 2.86
O 0.56 -4.01 3.22
C 1.34 -5.14 2.78
N 0.67 -5.97 1.82
C 0.61 -5.75 0.47
O 0.12 -6.52 -0.31
C 1.18 -4.44 -0.01
C 2.23 -4.38 -0.91
C 2.67 -3.12 -1.30
C 2.05 -2.00 -0.80
N 1.01 -2.05 0.04
C 0.58 -3.26 0.40
H -0.13 -4.32 3.82
H 1.62 -5.74 3.63
H 2.24 -4.71 2.34
H 0.24 -6.83 2.13
H 2.69 -5.28 -1.28
H 3.50 -3.01 -1.99
H 2.39 -1.02 -1.10
H -0.26 -3.32 1.07
F -2.11 -2.18 0.65
C -1.64 -1.25 1.51
F -2.60 -0.33 1.65
H -1.51 -1.76 2.48
C -2.15 -0.39 -3.03
S -1.50 0.69 -1.77
O -0.93 -0.42 -0.81
C -2.95 1.41 -1.10
C -2.92 2.79 -0.99
C -4.02 3.45 -0.46
C -5.13 2.72 -0.05
C -5.15 1.34 -0.18
C -4.06 0.67 -0.70
H -2.93 -1.03 -2.62
H -1.32 -0.98 -3.41
H -2.55 0.25 -3.82
H -2.06 3.35 -1.33
H -4.02 4.53 -0.38
H -5.99 3.24 0.36
H -6.03 0.78 0.14
H -4.08 -0.41 -0.80
*
```

# 3
Here is a molecular structure, C28H31FN6O7Sn from the Open Molecules 2025 dataset. Energies are from the ωB97M-V functional and the def2-TZVPD basis.

LUMO in Ha: -0.188
Highest occupied orbital energy in eV: -13.49

```
! wB97M-V def2-TZVPD RIJCOSX def2/J DEFGRID3
* xyz 2 1
Sn 1.48 -2.78 1.77
C 1.69 0.80 2.97
C 2.91 -0.09 2.81
C 4.21 0.68 2.88
O 2.80 -0.75 1.50
C 2.85 -1.16 3.92
O 3.24 -0.94 5.02
O 2.32 -2.31 3.52
H 1.70 1.60 2.22
H 1.70 1.25 3.97
H 0.77 0.23 2.87
H 4.19 1.52 2.19
H 5.06 0.04 2.66
H 4.34 1.05 3.90
H 3.68 -0.76 1.09
F -3.11 1.94 2.00
C -2.74 1.68 0.74
C -1.77 0.74 0.53
C -1.30 0.47 -0.75
C -0.28 -0.57 -0.94
O 0.10 -1.26 0.01
C 0.18 -0.70 -2.31
C -0.38 0.06 -3.30
N -1.34 0.98 -3.11
C -1.87 1.70 -4.25
C -1.64 3.18 -4.36
C -0.93 2.24 -5.28
C -1.83 1.21 -1.81
C -2.85 2.13 -1.60
C -3.33 2.39 -0.32
N -4.39 3.30 -0.13
C -5.09 3.44 1.15
C -6.37 4.25 0.93
N -6.88 3.95 -0.46
C -5.96 4.55 -1.50
C -4.53 4.48 -0.97
C 1.28 -1.54 -2.81
O 1.69 -1.61 -3.92
O 1.89 -2.29 -1.77
H -1.35 0.21 1.37
H -0.04 -0.06 -4.32
H -2.82 1.30 -4.61
H -1.05 3.64 -3.58
H -2.44 3.79 -4.76
H 0.14 2.11 -5.12
H -1.24 2.17 -6.31
H -3.28 2.63 -2.45
H -4.50 3.95 1.92
H -5.34 2.46 1.53
H -6.22 5.32 0.98
H -7.13 3.97 1.65
H -7.83 4.29 -0.58
H -6.90 2.94 -0.58
H -6.27 5.57 -1.68
H -6.10 3.97 -2.42
H -4.30 5.38 -0.40
H -3.84 4.46 -1.81
N 4.02 -3.43 -2.17
C 3.00 -2.90 -2.06
N 6.36 -5.44 -0.42
C 6.34 -5.93 0.85
O 7.28 -6.50 1.36
C 5.08 -5.70 1.65
C 4.94 -6.39 2.85
C 3.81 -6.20 3.62
C 2.86 -5.30 3.18
N 2.99 -4.62 2.03
C 4.09 -4.82 1.28
H 7.19 -5.64 -0.96
H 5.53 -5.18 -0.92
H 5.73 -7.07 3.14
H 3.67 -6.73 4.55
H 1.97 -5.10 3.77
H 4.14 -4.26 0.36
*
```

# 4
Here is a molecular structure, C28H31IrN3O9PS3 in a non-equilibrium geometry from the Open Molecules 2025 dataset. Energies are from the ωB97M-V functional and the def2-TZVPD basis.

ΔE to the lowest compared entry with this formula, charge and spin in kcal per mole: 47.22
LUMO (alpha / beta) in Ha: 0.093 / 0.018
Highest occupied orbital energy (alpha / beta) in eV: -4.92 / -4.96

```
! wB97M-V def2-TZVPD RIJCOSX def2/J DEFGRID3
* xyz -1 6
Ir 0.77 0.66 0.33
O -1.00 4.86 1.29
C -1.49 4.58 2.51
C -2.43 5.46 3.04
C -2.93 5.27 4.31
C -2.52 4.17 5.07
C -1.63 3.27 4.53
C -1.11 3.45 3.25
C -0.21 2.43 2.65
O 0.45 2.70 1.59
N -0.16 1.26 3.26
N 0.61 0.39 2.62
C 0.84 -0.75 3.19
C 1.91 -1.61 2.82
C 2.14 -2.77 3.58
C 3.25 -3.55 3.40
C 4.22 -3.15 2.45
C 4.02 -2.05 1.67
C 2.84 -1.25 1.78
O 2.69 -0.27 0.99
H -0.27 4.22 1.11
H -2.73 6.31 2.44
H -3.64 5.98 4.72
H -2.91 4.03 6.07
H -1.31 2.40 5.08
H 0.26 -1.01 4.08
H 1.40 -3.05 4.33
H 3.39 -4.44 3.99
H 5.12 -3.74 2.34
H 4.73 -1.76 0.91
C 0.80 0.45 -3.20
O 1.00 -0.27 -2.01
H 0.31 -0.16 -3.97
H 1.74 0.85 -3.60
H 0.17 1.32 -3.01
C 0.72 -2.77 -4.56
C -0.17 -3.30 -3.44
C -1.41 -2.46 -3.17
O 0.57 -3.54 -2.25
P 1.34 -2.60 -1.19
S 2.91 -1.66 -2.03
S -0.06 -1.83 0.08
O 2.12 -3.78 -0.43
C 1.70 -5.07 0.04
C 1.71 -6.08 -1.10
C 0.36 -5.07 0.76
H 0.12 -2.49 -5.42
H 1.44 -3.53 -4.85
H 1.27 -1.90 -4.20
H -0.50 -4.31 -3.72
H -1.14 -1.52 -2.70
H -2.08 -3.00 -2.50
H -1.94 -2.26 -4.11
H 2.48 -5.33 0.76
H 0.84 -5.95 -1.73
H 1.72 -7.09 -0.70
H 2.61 -5.93 -1.71
H -0.43 -4.76 0.09
H 0.38 -4.39 1.61
H 0.15 -6.08 1.12
O -1.54 1.25 -0.08
C -1.20 2.26 -0.73
N 0.08 2.51 -1.01
S 0.26 3.91 -1.85
O 0.95 4.91 -1.09
O 0.74 3.67 -3.18
C -1.50 4.27 -1.95
C -2.19 5.26 -2.61
C -3.58 5.21 -2.58
C -4.24 4.20 -1.88
C -3.53 3.21 -1.22
C -2.15 3.25 -1.29
H -1.66 6.04 -3.15
H -4.15 5.96 -3.10
H -5.32 4.19 -1.87
H -4.02 2.41 -0.68
*
```